# 1
C3H4ClFO in the gas phase in a non-equilibrium geometry, computed with the ωB97M-V functional and the def2-TZVPD basis.

As for the LUMO energy: 0.8 eV. The value obtained for the total energy is -751.98593 hartree. The strongest force on any atom is 1.3 eV/A.

Structure (ORCA input):
```
! wB97M-V def2-TZVPD RIJCOSX def2/J DEFGRID3
* xyz 0 1
Cl -0.8168 0.7345 -1.9659
F 1.0662 -0.8216 -1.3089
O 1.3087 1.4877 0.1312
C 0.6315 0.8607 0.9090
C -0.3116 -0.2738 0.5270
C -0.1982 -0.5311 -0.9501
H 0.6237 1.1366 2.0076
H -0.0729 -1.1747 1.1337
H -1.3823 -0.0815 0.7321
H -0.8482 -1.3367 -1.2157
*
```

# 2
C3H4ClFO in the gas phase in a non-equilibrium geometry, computed with the ωB97M-V functional and the def2-TZVPD basis.

As for the LUMO energy: 0.7 eV. The value obtained for the total energy is -751.95272 hartree. The strongest force on any atom is 2.5 eV/A.

Structure (ORCA input):
```
! wB97M-V def2-TZVPD RIJCOSX def2/J DEFGRID3
* xyz 0 1
Cl 2.3068 0.0483 -0.2941
F 0.4363 -1.3089 -1.5139
O -0.4551 1.8114 0.0352
C -0.3176 -0.6705 0.6494
C -0.6117 0.4678 -0.2887
C 0.6018 -0.3984 -0.5015
H 0.0030 -0.4799 1.7136
H -1.4265 0.2899 -0.9715
H 0.3895 1.8839 0.5603
H -0.9266 -1.6436 0.6113
*
```

# 3
C3H4ClFO2 in the gas phase in a non-equilibrium geometry, computed with the ωB97M-V functional and the def2-TZVPD basis.

As for the LUMO energy: 0.3 eV. The value obtained for the total energy is -827.12101 hartree. The strongest force on any atom is 9.4 eV/A.

Structure (ORCA input):
```
! wB97M-V def2-TZVPD RIJCOSX def2/J DEFGRID3
* xyz 0 1
Cl 2.0973 1.2453 -0.6088
F 1.8305 -1.2464 -1.0235
O -0.6978 0.8176 0.5702
O -2.3777 -0.6867 -0.0209
C 0.0452 -0.2373 0.0429
C -2.0114 0.5912 0.3967
C 1.5076 -0.2418 -0.1268
H 2.2209 -0.2390 0.7892
H 0.0733 -0.3117 -1.1050
H -0.0174 -1.3274 0.5441
H -2.6706 1.6362 0.5420
*
```

# 4
C3H4ClFOS in the gas phase in a non-equilibrium geometry, computed with the ωB97M-V functional and the def2-TZVPD basis.

As for the LUMO energy: 0.3 eV. The value obtained for the total energy is -1150.15937 hartree. The strongest force on any atom is 1.8 eV/A.

Structure (ORCA input):
```
! wB97M-V def2-TZVPD RIJCOSX def2/J DEFGRID3
* xyz 0 1
Cl 2.9273 0.0048 -0.0748
S -3.3633 0.3291 -0.1950
F 0.9133 1.6302 0.0780
O -1.0080 -0.7264 -0.1714
C -1.8530 0.1752 0.2702
C 0.3405 -0.7005 0.1653
C 1.2262 0.4113 -0.4418
H -1.4153 0.8367 0.9731
H 0.4884 -0.8157 1.2129
H 0.7167 -1.6151 -0.2918
H 1.0271 0.4705 -1.5246
*
```

# 5
C3H4ClFS in the gas phase in a non-equilibrium geometry, computed with the ωB97M-V functional and the def2-TZVPD basis.

As for the LUMO energy: -0.5 eV. The value obtained for the total energy is -1074.91970 hartree. The strongest force on any atom is 1.6 eV/A.

Structure (ORCA input):
```
! wB97M-V def2-TZVPD RIJCOSX def2/J DEFGRID3
* xyz 0 1
Cl -1.8313 -0.9684 -0.0196
S 1.7229 -1.2587 -0.0536
F 0.4805 2.3404 -0.0400
C 0.1378 1.0062 -0.3454
C 1.2171 0.1946 0.3113
C -1.2553 0.7272 0.1806
H 1.6130 0.7840 1.1245
H -1.9566 1.3673 -0.2660
H 0.2390 0.8999 -1.4443
H -1.2533 0.9182 1.2590
*
```

# 6
2 unconnected molecules or ions with the total composition C3H4ClI in a non-equilibrium geometry, computed with the ωB97M-V functional and the def2-TZVPD basis.

As for the LUMO energy (alpha / beta): -0.1 / -1.2 eV. The value obtained for the total energy is -874.39994 hartree. The strongest force on any atom is 2.4 eV/A.

Structure (ORCA input):
```
! wB97M-V def2-TZVPD RIJCOSX def2/J DEFGRID3
* xyz 0 1
I 2.3977 -1.3231 -0.1262
Cl 2.2805 2.4278 -0.0784
C -1.6213 -1.1246 -0.0726
C 0.9068 0.1463 0.0563
C 0.8262 1.4441 0.1391
H 0.0254 2.0756 0.4093
H -0.9726 -1.3120 -0.9926
H -1.1578 -1.6650 0.7624
H -2.6849 -0.6690 -0.0972
*
```